{
  "formula": "C93H213N7O17",
  "method": "wB97M-V/def2-TZVPD",
  "e_above_lowest_kj_mol": 352.5,
  "e_homo_ev": -7.945,
  "species": ["C", "C", "C", "C", "C", "C", "N", "O", "C", "C", "C", "H", "H", "H", "H", "H", "H", "H", "H", "H", "H", "H", "H", "H", "H", "H", "H", "H", "H", "H", "C", "C", "C", "C", "C", "C", "N", "O", "C", "C", "C", "H", "H", "H", "H", "H", "H", "H", "H", "H", "H", "H", "H", "H", "H", "H", "H", "H", "H", "H", "C", "C", "C", "C", "C", "C", "N", "O", "C", "C", "C", "H", "H", "H", "H", "H", "H", "H", "H", "H", "H", "H", "H", "H", "H", "H", "H", "H", "H", "H", "C", "C", "C", "C", "C", "C", "N", "O", "C", "C", "C", "H", "H", "H", "H", "H", "H", "H", "H", "H", "H", "H", "H", "H", "H", "H", "H", "H", "H", "H", "C", "C", "C", "C", "C", "C", "N", "O", "C", "C", "C", "H", "H", "H", "H", "H", "H", "H", "H", "H", "H", "H", "H", "H", "H", "H", "H", "H", "H", "H", "C", "C", "C", "C", "C", "C", "N", "O", "C", "C", "C", "H", "H", "H", "H", "H", "H", "H", "H", "H", "H", "H", "H", "H", "H", "H", "H", "H", "H", "H", "C", "C", "C", "C", "C", "C", "N", "O", "C", "C", "C", "H", "H", "H", "H", "H", "H", "H", "H", "H", "H", "H", "H", "H", "H", "H", "H", "H", "H", "H", "C", "C", "C", "O", "H", "H", "H", "H", "H", "H", "H", "H", "C", "C", "C", "O", "H", "H", "H", "H", "H", "H", "H", "H", "C", "C", "C", "O", "H", "H", "H", "H", "H", "H", "H", "H", "C", "C", "C", "O", "H", "H", "H", "H", "H", "H", "H", "H", "C", "C", "C", "O", "H", "H", "H", "H", "H", "H", "H", "H", "C", "C", "C", "O", "H", "H", "H", "H", "H", "H", "H", "H", "C", "C", "C", "O", "H", "H", "H", "H", "H", "H", "H", "H", "C", "C", "C", "O", "H", "H", "H", "H", "H", "H", "H", "H", "C", "C", "C", "O", "H", "H", "H", "H", "H", "H", "H", "H", "C", "C", "C", "O", "H", "H", "H", "H", "H", "H", "H", "H"],
  "xyz": [[-4.09, -3.07, -1.61], [-4.33, -4.08, -0.52], [-2.99, -4.64, 0.01], [-2.23, -3.64, 0.86], [-3.09, -3.26, 2.03], [-4.50, -2.73, 1.59], [-5.12, -3.59, 0.58], [-6.41, -3.22, 0.20], [-5.23, -2.69, 2.94], [-4.33, -1.27, 0.99], [-5.00, -5.38, -1.01], [-4.94, -2.48, -1.98], [-3.86, -3.60, -2.53], [-3.37, -2.29, -1.38], [-3.15, -5.57, 0.56], [-2.36, -4.94, -0.82], [-2.11, -2.79, 0.21], [-1.27, -4.05, 1.18], [-2.47, -2.50, 2.52], [-3.28, -4.14, 2.64], [-5.13, -3.65, 3.45], [-4.86, -1.91, 3.59], [-6.31, -2.56, 2.84], [-3.41, -1.08, 0.45], [-5.20, -1.01, 0.39], [-4.29, -0.50, 1.76], [-5.55, -6.00, -0.30], [-4.28, -5.99, -1.55], [-5.86, -5.13, -1.63], [-7.00, -3.72, 0.77], [-3.29, 5.20, -2.52], [-2.94, 6.69, -2.28], [-4.25, 7.43, -2.54], [-4.37, 8.90, -2.01], [-3.99, 8.94, -0.51], [-2.62, 8.19, -0.18], [-2.55, 6.86, -0.87], [-1.31, 6.20, -0.61], [-1.45, 9.10, -0.63], [-2.61, 7.97, 1.38], [-1.87, 7.10, -3.32], [-4.06, 5.00, -1.77], [-2.57, 4.45, -2.17], [-3.53, 5.10, -3.57], [-4.41, 7.50, -3.62], [-5.11, 6.84, -2.23], [-5.40, 9.17, -2.24], [-3.68, 9.54, -2.57], [-4.80, 8.63, 0.15], [-3.90, 9.99, -0.23], [-1.34, 9.92, 0.09], [-0.51, 8.55, -0.63], [-1.74, 9.48, -1.61], [-2.79, 8.92, 1.88], [-3.48, 7.45, 1.77], [-1.70, 7.72, 1.93], [-0.85, 7.02, -2.94], [-2.05, 8.14, -3.60], [-1.80, 6.58, -4.27], [-1.64, 5.35, -0.29], [-2.35, 3.49, -6.30], [-2.40, 2.01, -5.82], [-1.17, 1.96, -4.81], [-1.17, 0.74, -3.88], [-2.44, 0.61, -3.13], [-3.74, 0.64, -4.05], [-3.66, 1.76, -5.04], [-4.78, 1.88, -5.81], [-3.99, -0.66, -4.80], [-4.95, 0.82, -3.11], [-2.14, 1.09, -6.97], [-2.15, 4.25, -5.54], [-3.30, 3.76, -6.75], [-1.56, 3.68, -7.03], [-0.30, 1.94, -5.46], [-1.04, 2.91, -4.28], [-0.40, 0.89, -3.12], [-1.01, -0.18, -4.43], [-2.44, 1.32, -2.30], [-2.33, -0.38, -2.68], [-3.14, -0.95, -5.41], [-4.03, -1.55, -4.17], [-4.86, -0.70, -5.46], [-5.93, 0.75, -3.59], [-4.85, 0.05, -2.33], [-4.84, 1.79, -2.63], [-1.94, 0.08, -6.62], [-1.39, 1.55, -7.61], [-3.07, 0.87, -7.49], [-5.19, 2.66, -5.44], [-3.16, 1.92, 1.46], [-4.34, 3.03, 1.75], [-5.38, 2.41, 2.70], [-4.90, 2.42, 4.15], [-4.60, 3.85, 4.60], [-3.54, 4.51, 3.62], [-3.89, 4.34, 2.22], [-2.98, 4.91, 1.40], [-3.52, 5.96, 4.12], [-2.17, 3.95, 3.98], [-5.06, 3.20, 0.41], [-3.37, 1.34, 0.56], [-3.24, 1.20, 2.28], [-2.18, 2.40, 1.50], [-6.32, 2.95, 2.55], [-5.68, 1.42, 2.36], [-4.08, 1.73, 4.36], [-5.66, 2.01, 4.80], [-4.26, 3.70, 5.63], [-5.48, 4.49, 4.66], [-4.51, 6.36, 3.96], [-3.31, 5.99, 5.20], [-2.76, 6.46, 3.52], [-1.94, 4.16, 5.02], [-2.15, 2.86, 3.88], [-1.37, 4.50, 3.49], [-4.34, 3.33, -0.40], [-5.61, 4.14, 0.37], [-5.83, 2.46, 0.18], [-3.37, 5.74, 1.10], [1.17, -6.49, -0.98], [0.51, -7.82, -0.66], [-0.17, -7.64, 0.73], [-1.32, -8.65, 1.08], [-2.16, -8.89, -0.19], [-1.52, -9.24, -1.55], [-0.43, -8.18, -1.74], [0.24, -8.29, -2.98], [-1.01, -10.67, -1.63], [-2.65, -9.00, -2.60], [1.63, -8.89, -0.55], [0.31, -5.86, -1.20], [1.75, -6.34, -1.90], [1.63, -5.88, -0.21], [0.57, -7.82, 1.50], [-0.48, -6.61, 0.92], [-2.07, -8.28, 1.78], [-0.82, -9.58, 1.36], [-2.85, -8.06, -0.35], [-2.73, -9.75, 0.18], [-0.37, -10.92, -0.79], [-1.88, -11.33, -1.67], [-0.41, -10.75, -2.54], [-3.51, -9.66, -2.51], [-3.02, -7.98, -2.59], [-2.19, -9.05, -3.59], [1.35, -9.76, 0.04], [2.46, -8.42, -0.03], [2.07, -9.21, -1.49], [-0.13, -7.55, -3.48], [-0.81, -4.36, -4.30], [-1.43, -4.88, -5.65], [-2.09, -3.70, -6.36], [-1.12, -2.91, -7.27], [-0.05, -3.74, -8.15], [0.51, -5.01, -7.43], [-0.58, -5.63, -6.57], [-0.28, -6.87, -6.12], [0.95, -5.94, -8.60], [1.68, -4.52, -6.51], [-2.70, -5.67, -5.32], [-1.52, -3.71, -3.79], [0.11, -3.78, -4.42], [-0.48, -5.21, -3.70], [-2.88, -4.12, -7.00], [-2.50, -2.94, -5.69], [-0.67, -2.17, -6.61], [-1.72, -2.27, -7.91], [0.73, -3.07, -8.50], [-0.36, -3.93, -9.18], [1.83, -5.58, -9.12], [1.18, -6.97, -8.33], [0.10, -6.07, -9.27], [2.59, -4.61, -7.10], [1.62, -3.48, -6.18], [1.76, -5.20, -5.66], [-3.07, -6.17, -6.21], [-3.53, -5.10, -4.90], [-2.51, -6.41, -4.54], [-0.37, -7.34, -6.95], [1.81, 3.34, -0.74], [2.18, 4.36, -1.83], [2.18, 5.74, -1.18], [2.98, 6.82, -1.96], [4.33, 6.33, -2.22], [4.44, 4.95, -2.93], [3.54, 3.95, -2.29], [3.68, 2.69, -2.93], [4.07, 5.18, -4.49], [5.94, 4.49, -2.88], [1.17, 4.35, -2.96], [1.62, 2.33, -1.11], [0.97, 3.65, -0.10], [2.68, 3.20, -0.09], [1.20, 6.13, -0.91], [2.64, 5.69, -0.19], [3.14, 7.71, -1.34], [2.43, 7.14, -2.84], [4.84, 6.32, -1.26], [4.88, 7.06, -2.82], [3.76, 4.30, -5.04], [3.17, 5.78, -4.60], [4.96, 5.52, -5.01], [6.00, 3.49, -3.30], [6.69, 5.04, -3.45], [6.23, 4.36, -1.84], [1.27, 5.16, -3.68], [0.21, 4.36, -2.43], [1.07, 3.41, -3.51], [4.17, 2.23, -2.24], [4.12, -1.31, 3.99], [4.92, -1.97, 5.21], [4.00, -2.29, 6.39], [5.47, -3.19, 4.84], [3.35, -1.91, 3.52], [4.83, -1.05, 3.21], [3.61, -0.40, 4.32], [5.74, -1.36, 5.61], [4.54, -2.80, 7.19], [3.16, -2.90, 6.07], [3.71, -1.37, 6.90], [6.15, -2.99, 4.19], [-2.07, -0.29, 5.84], [-0.57, -0.78, 5.91], [-0.45, -1.78, 7.09], [-0.28, -1.38, 4.67], [-2.82, -1.07, 5.99], [-2.30, 0.21, 4.90], [-2.33, 0.39, 6.65], [0.10, 0.08, 5.95], [-1.10, -2.61, 6.85], [-0.75, -1.22, 7.98], [0.59, -2.06, 7.26], [-0.07, -2.31, 4.78], [4.77, -5.85, 1.92], [3.53, -6.00, 2.89], [3.78, -6.41, 4.36], [2.89, -4.78, 2.94], [5.37, -6.76, 1.87], [5.45, -5.13, 2.38], [4.45, -5.58, 0.91], [2.92, -6.80, 2.47], [4.66, -5.90, 4.75], [4.06, -7.46, 4.30], [3.01, -6.14, 5.08], [3.48, -4.11, 3.28], [3.69, -1.30, -2.49], [2.70, -1.33, -1.34], [1.68, -2.44, -1.43], [3.36, -1.40, -0.08], [4.23, -2.25, -2.54], [4.52, -0.61, -2.31], [3.44, -0.96, -3.50], [2.22, -0.35, -1.37], [2.30, -3.34, -1.35], [1.15, -2.49, -2.38], [0.86, -2.50, -0.71], [2.81, -1.41, 0.70], [-0.01, -6.40, 4.14], [-0.37, -4.90, 4.16], [-1.62, -4.68, 4.98], [0.72, -4.16, 4.47], [0.77, -6.56, 3.39], [-0.80, -7.14, 3.98], [0.53, -6.60, 5.06], [-0.48, -4.62, 3.11], [-1.45, -4.62, 6.05], [-2.21, -5.56, 4.74], [-2.09, -3.77, 4.62], [1.40, -4.43, 3.85], [4.03, 4.06, 3.72], [5.35, 4.91, 3.78], [6.10, 5.02, 2.38], [4.98, 6.21, 4.28], [3.37, 4.44, 4.50], [4.29, 3.00, 3.85], [3.52, 4.15, 2.77], [5.92, 4.43, 4.58], [7.13, 4.69, 2.54], [6.09, 6.05, 2.02], [5.59, 4.44, 1.61], [5.78, 6.72, 4.42], [0.97, 0.74, 2.48], [0.23, -0.38, 1.69], [-0.22, -0.05, 0.28], [1.09, -1.51, 1.70], [1.03, 0.49, 3.54], [0.47, 1.67, 2.24], [1.99, 0.90, 2.12], [-0.61, -0.79, 2.26], [-1.17, 0.47, 0.34], [-0.41, -0.97, -0.25], [0.49, 0.53, -0.31], [0.95, -2.04, 2.49], [6.93, 1.68, 5.29], [6.10, 2.27, 6.47], [5.03, 1.35, 7.05], [7.00, 2.41, 7.49], [7.71, 2.38, 4.97], [6.23, 1.63, 4.46], [7.32, 0.69, 5.54], [5.68, 3.24, 6.18], [4.27, 1.93, 7.58], [5.40, 0.62, 7.77], [4.51, 0.80, 6.27], [7.40, 1.57, 7.72], [5.20, 1.39, 0.42], [6.36, 0.45, 0.38], [7.48, 0.79, 1.34], [5.85, -0.80, 0.78], [5.56, 2.40, 0.21], [4.78, 1.49, 1.42], [4.37, 1.10, -0.22], [6.75, 0.39, -0.64], [7.32, 0.68, 2.42], [7.86, 1.80, 1.17], [8.31, 0.11, 1.15], [5.05, -1.06, 0.31], [0.65, 6.50, 3.15], [1.99, 6.98, 2.57], [1.74, 8.15, 1.62], [2.66, 7.34, 3.68], [-0.06, 6.21, 2.38], [0.15, 7.28, 3.72], [0.80, 5.50, 3.55], [2.49, 6.11, 2.14], [1.41, 8.99, 2.24], [0.93, 8.02, 0.91], [2.64, 8.43, 1.08], [3.39, 6.72, 3.81]],
  "mulliken_charge": [-0.67, 2.36, -2.34, 0.56, -1.17, 1.94, 0.55, -0.44, -2.12, -1.41, -2.31, 0.54, 0.07, -0.44, 0.29, 0.81, -1.11, 0.33, 0.00, 0.60, 0.45, 0.16, 0.52, -0.25, 0.69, 0.18, 0.46, 0.15, 0.50, 0.38, -2.47, 2.02, -1.35, -0.84, -1.36, 1.71, -0.16, 1.89, -1.18, -2.61, -1.37, 0.28, 0.17, 0.50, 0.42, 0.52, 0.47, 0.36, 0.47, 0.40, 0.48, -0.25, 0.43, 0.59, 0.82, -0.23, -0.09, 0.43, 0.33, -0.52, -2.16, 1.62, -0.81, 0.31, 0.35, 2.09, 1.24, -0.61, -0.56, -1.52, -1.42, 0.18, 0.48, 0.39, 0.64, -0.52, 0.07, -0.40, -0.07, -0.62, -0.58, -0.11, 0.46, 0.43, -0.08, 0.35, -0.22, 0.47, 0.40, 0.35, 0.22, 1.63, -1.68, 0.35, -1.41, 1.60, -0.29, 1.40, -1.65, -1.02, -1.87, 0.21, -0.74, 0.08, 0.55, 0.25, -0.49, 0.56, 0.48, 0.33, 0.53, 0.51, -0.19, 0.72, -0.19, -0.33, -0.21, 0.57, 0.48, -0.16, -2.09, 2.08, 0.37, -1.07, -1.28, 1.38, 1.39, -0.63, -1.88, -1.47, -2.04, 0.12, 0.61, 0.08, -0.02, -0.41, 0.41, 0.44, 0.24, 0.50, 0.32, 0.49, 0.33, 0.41, -0.03, 0.47, 0.35, 0.50, 0.34, 0.20, -0.50, 1.67, -0.79, -0.29, -1.80, 1.77, 0.30, -0.35, -2.00, -1.76, -1.63, 0.21, 0.16, -0.22, 0.77, -0.60, 0.00, 0.54, 0.55, 0.51, 0.43, 0.44, 0.48, 0.52, 0.26, 0.22, 0.67, 0.31, -0.12, 0.34, -1.82, 4.25, -0.29, -0.68, -1.40, 1.25, 0.80, -0.52, -1.73, -1.91, -2.28, -0.22, 0.19, 0.16, -0.77, -0.18, 0.47, 0.26, 0.22, 0.47, 0.28, 0.30, 0.49, 0.46, 0.39, 0.27, 0.25, 0.15, 0.63, 0.27, 0.11, 0.63, -1.44, -0.55, -0.59, 0.19, 0.28, 0.00, 0.51, 0.07, 0.28, 0.37, -1.54, 0.78, -1.41, 0.59, 0.38, 0.04, 0.54, 0.33, 0.23, 0.53, 0.18, -0.66, -1.32, 1.23, -1.45, 0.15, 0.39, 0.34, 0.23, -0.16, 0.33, 0.42, 0.17, -0.55, -2.00, 2.86, -1.03, 0.10, 0.38, 0.29, 0.40, -1.11, 0.29, 0.15, -0.22, -0.58, -0.85, 2.43, -1.47, -0.39, -0.36, 0.51, 0.28, -0.82, 0.25, 0.58, 0.27, 0.02, -1.16, 0.63, -0.97, -0.58, 0.49, 0.16, 0.14, 0.40, 0.36, 0.41, -0.18, 0.31, -0.90, 2.62, 0.40, 1.92, -0.36, 0.22, -0.11, -0.92, -0.26, -0.38, -0.40, -1.06, -0.70, 0.46, -0.83, -0.63, 0.36, -0.19, 0.55, 0.11, 0.41, 0.39, -0.20, 0.39, 0.97, 0.54, -1.64, -0.45, 0.12, -0.25, -0.76, 0.19, 0.09, 0.44, 0.45, 0.33, -1.00, 2.34, -1.49, -0.69, -0.20, 0.29, 0.40, -0.70, 0.56, -0.12, 0.30, 0.24]
}